Record 1
DFT (wB97M-V/def2-TZVPD) results for a structure of composition C42H58N4OPRuS at a distorted geometry.

The total charge is +2. The HOMO energy (spin up / spin down) is -12.26 / -13.09 eV. Its spin multiplicity is 6. The orbital gap (spin up / spin down) comes out at 6.8 / 4.5 eV. The LUMO energy (spin up / spin down) comes out at -5.420 / -8.611 eV. For the total energy, the calculation gives -75192.829 eV.

```
108
Properties=species:S:1:pos:R:3:forces:R:3
Ru 0.923335 -0.452612 0.505731 -1.168 0.545 -0.801
C 0.966378 5.329172 0.751528 1.723 -0.060 0.718
C 0.425870 4.019729 1.301278 -0.176 -0.134 -0.216
C -0.850355 4.263981 2.068559 -1.770 -0.370 -2.095
C 0.302114 3.022409 0.173378 -1.523 0.564 -0.632
C -0.811817 2.911468 -0.682838 0.443 -1.310 0.495
C -0.881107 1.892899 -1.650291 -0.154 0.364 0.004
C -1.999768 1.974457 -2.691796 -0.482 -0.579 0.114
C -3.284862 2.746004 -2.269519 -0.803 -1.852 -0.310
C -1.405829 2.664487 -3.929621 0.470 0.096 0.022
C 0.176587 0.941676 -1.799011 -1.383 -0.670 -0.470
C 1.394586 1.261840 -1.191825 -0.045 1.346 0.897
C 1.388940 2.301027 -0.198185 1.471 -1.336 -0.740
C 2.703557 0.981898 -1.850423 0.931 1.045 -1.223
C 3.931695 1.063015 -0.948674 0.920 -0.243 0.160
C 2.944122 2.164843 -2.891642 -1.711 -0.713 0.158
C 0.004973 -0.322724 -2.691242 0.017 0.285 0.164
C 0.415096 -0.270557 -4.021472 0.517 1.469 0.554
C 0.334893 -1.337681 -4.876502 -0.340 -0.191 -0.789
C -0.246205 -2.495005 -4.445704 -0.672 -2.317 -0.386
C -0.682032 -2.621666 -3.131171 -0.375 0.537 -1.020
C -0.548852 -1.565227 -2.260666 -0.177 0.644 1.405
P -0.882594 -1.934578 -0.470048 -1.043 0.381 0.271
C -2.820557 -1.541337 -0.087340 1.412 0.497 0.472
C -2.879102 0.014543 -0.122721 -0.511 -0.602 0.004
C -3.046844 -1.953968 1.376468 0.070 -0.758 -0.498
C -3.779840 -2.127258 -1.107213 0.319 0.888 -0.616
C -0.642767 -3.807330 -0.062105 0.148 1.294 -0.748
C -1.948592 -4.572976 -0.386012 0.831 -0.130 0.230
C -0.343748 -3.789968 1.428446 -0.047 1.019 1.715
C 0.570128 -4.389334 -0.817718 -0.275 0.272 -0.245
H 1.170227 6.067886 1.547576 -0.100 -0.387 -0.253
H 0.297207 5.774764 0.065451 -0.889 0.426 -0.789
H 1.913415 5.141495 0.214016 -0.296 0.216 0.218
H 1.141988 3.570166 1.973786 0.397 0.005 0.337
H -1.470243 5.051792 1.584782 0.379 -0.411 0.312
H -0.716480 4.519736 3.058341 0.729 0.971 2.105
H -1.496270 3.385539 2.138681 0.046 -0.237 -0.317
H -1.697977 3.491826 -0.496439 -0.075 0.369 -0.132
H -2.291196 0.919802 -2.945058 0.227 0.882 -0.101
H -3.093135 3.786086 -2.175822 0.171 0.974 0.299
H -3.752034 2.327746 -1.342428 0.509 0.532 -0.609
H -4.076287 2.647026 -3.065755 0.916 0.003 0.632
H -0.940727 3.635614 -3.695335 -0.054 -0.360 0.266
H -2.195524 2.911409 -4.617451 -0.326 -0.174 -0.506
H -0.645850 2.044847 -4.427575 -0.387 0.279 0.098
H 2.348983 2.599937 0.204771 0.064 -0.223 0.235
H 2.671236 0.060015 -2.442333 0.040 0.185 0.351
H 4.266915 2.104110 -0.776668 -0.311 -0.421 -0.176
H 4.803544 0.559555 -1.429368 -0.639 0.211 0.390
H 3.763540 0.643456 0.046993 0.098 -0.160 -0.100
H 2.941835 3.123463 -2.355029 0.156 -0.260 -0.212
H 2.148981 2.210388 -3.680892 0.653 -0.050 0.685
H 3.883782 1.963690 -3.361858 0.640 0.204 -0.358
H 0.837771 0.669705 -4.383522 -0.099 -0.374 0.054
H 0.590778 -1.248275 -5.919841 0.328 0.134 -0.064
H -0.403629 -3.380691 -5.119005 0.281 1.135 0.554
H -1.227109 -3.493659 -2.824834 0.111 -0.322 0.017
H -2.046531 0.423203 0.466635 -0.366 0.065 -0.197
H -3.850078 0.311903 0.355640 0.722 -0.064 -0.528
H -2.837867 0.384738 -1.164147 -0.132 -0.259 0.805
H -2.259595 -1.549013 1.975790 0.497 0.569 0.462
H -2.989247 -3.032195 1.547246 -0.356 0.249 -0.115
H -3.985720 -1.592128 1.774863 -0.416 0.138 -0.150
H -3.384605 -1.861365 -2.092742 -0.215 0.030 -0.138
H -4.762565 -1.651335 -1.030659 0.067 -0.065 0.152
H -3.895391 -3.189253 -1.116382 -0.185 -0.486 0.367
H -2.706249 -4.436465 0.376793 -0.137 0.236 -0.211
H -1.723233 -5.619962 -0.353135 0.244 -0.806 0.005
H -2.340223 -4.383889 -1.381657 -0.003 0.101 0.111
H -0.966541 -3.065061 2.015603 0.547 -0.579 -0.706
H 0.697460 -3.554137 1.742579 -0.391 -0.001 -0.766
H -0.550441 -4.722289 1.919121 -0.174 -0.880 -0.074
H 0.483278 -4.218429 -1.900463 0.053 -0.393 0.394
H 0.542195 -5.454490 -0.619745 0.316 -0.307 -0.071
H 1.545169 -3.963135 -0.522997 -0.801 -0.424 0.234
S 4.668954 -2.079006 2.507013 0.935 -0.409 1.018
C 3.884068 -1.122367 3.695067 0.422 -0.040 -0.825
C 2.753300 -0.524720 3.197042 -1.717 0.473 -1.036
C 2.481686 -0.811903 1.814070 -0.121 0.440 2.522
C 3.463704 -1.681782 1.353633 1.524 -0.645 -0.766
C 3.617387 -2.158963 -0.018158 -1.178 0.744 0.859
C 4.747325 -2.741893 -0.512101 1.482 -0.387 1.053
C 4.795331 -3.156327 -1.809066 -1.264 -0.358 -0.750
C 3.644287 -3.018929 -2.626634 1.634 0.431 1.374
C 2.555187 -2.365389 -2.059551 -0.022 -0.197 -0.446
N 2.555125 -1.958438 -0.783921 -1.231 0.418 -1.330
H 4.251362 -0.883372 4.672951 0.455 -0.474 0.325
H 2.142693 0.079616 3.896331 0.191 -0.202 -0.946
H 5.578947 -2.862694 0.184342 0.040 -0.130 -0.503
H 5.666402 -3.667573 -2.135621 0.604 -0.212 -0.548
H 3.712107 -3.344529 -3.645967 -0.411 -0.084 -0.312
H 1.666306 -2.224391 -2.701902 0.578 0.118 0.859
C -3.127441 1.236579 5.988935 1.425 0.346 0.172
N -2.068457 1.468033 5.001439 0.320 -0.184 0.400
C -2.207013 0.878993 3.727995 -1.130 -0.992 -2.642
C -0.767779 0.869368 3.199080 -0.182 -0.038 -1.249
O -0.395975 0.437309 2.082255 -1.167 0.482 1.249
N 0.017253 1.433354 4.102707 1.004 0.034 0.469
C -0.740318 1.704698 5.166116 -1.083 0.091 -0.473
N -0.249657 2.210873 6.273127 -0.085 0.458 0.993
H -4.068635 1.337486 5.477829 -0.392 0.293 0.091
H -2.985588 1.959275 6.797324 -0.539 -0.169 -0.069
H -3.026982 0.225700 6.369695 -0.147 -0.177 0.244
H -2.920377 1.464253 3.053313 1.020 -0.627 0.704
H -2.595126 -0.178310 3.701469 0.269 0.876 0.441
H 0.666630 2.612681 6.284204 0.352 -0.109 -0.180
H -0.885666 2.577012 6.957813 -0.043 -0.024 0.198
```
Positions in Å, forces in eV/Å.



Record 2
DFT (wB97M-V/def2-TZVPD) results for a structure of composition C42H59BrN4OPPd at a distorted geometry.

The total charge is +3. The HOMO energy (spin up / spin down) is -15.36 / -16.12 eV. Its spin multiplicity is 5. The orbital gap (spin up / spin down) comes out at 8.4 / 4.4 eV. The LUMO energy (spin up / spin down) comes out at -6.949 / -11.696 eV. For the total energy, the calculation gives -135303.463 eV.

```
109
Properties=species:S:1:pos:R:3:forces:R:3
Pd -0.040496 0.137508 0.771552 -0.712 -0.809 0.242
Br 2.486104 0.542999 2.929071 -0.024 -0.016 0.053
C 0.792976 0.694592 3.755025 -0.040 0.005 -0.068
C 0.724211 1.087600 5.076671 -0.003 -0.027 0.102
C -0.528583 1.156523 5.666625 0.055 0.038 0.049
C -1.644947 0.811945 4.920109 -0.055 -0.029 0.066
C -1.470397 0.443465 3.603456 0.058 -0.081 0.024
N -0.269868 0.399832 3.009966 0.183 0.255 -0.245
H 1.627136 1.318247 5.624192 -0.030 0.001 -0.004
H -0.624389 1.467287 6.699274 0.002 -0.031 -0.018
H -2.637221 0.821403 5.351842 0.043 0.014 -0.031
H -2.301931 0.152292 2.988901 -0.178 0.020 -0.144
C -0.547498 -4.494969 2.231759 0.051 0.103 -0.053
C -1.709094 -3.708042 2.004027 0.228 -0.313 0.134
C -1.581607 -2.499569 1.396148 0.508 0.151 -0.083
C -0.281790 -1.968654 1.066061 -0.091 0.104 0.115
C 0.867049 -2.812680 1.264273 -0.293 0.266 -0.110
C 0.743056 -4.023965 1.868668 -0.311 -0.308 0.212
H -0.651066 -5.484633 2.662584 0.006 0.047 -0.010
H -2.682622 -4.081713 2.297482 0.068 -0.048 0.007
H -2.464788 -1.910437 1.212976 -0.085 0.147 -0.109
H 1.846045 -2.470941 0.966878 -0.003 0.088 -0.081
H 1.615096 -4.638770 2.056062 -0.088 -0.026 0.018
N 2.116265 -0.343361 -0.316026 0.003 0.023 0.036
C 3.226969 -0.643436 -0.364761 0.243 -0.022 -0.189
C 4.613350 -1.021532 -0.407835 -0.168 0.025 0.061
C 5.201397 -1.562509 0.737628 -0.092 0.005 0.101
C 6.532891 -1.931154 0.705579 0.052 -0.018 0.001
C 7.270521 -1.763025 -0.460773 0.027 -0.014 0.035
C 6.681248 -1.227443 -1.599043 0.060 0.005 -0.043
C 5.351110 -0.853339 -1.579613 -0.097 0.027 -0.092
H 4.618045 -1.691302 1.642831 0.026 0.002 -0.046
H 6.995812 -2.352393 1.588056 0.002 0.013 -0.031
H 8.312841 -2.053866 -0.482945 -0.027 0.002 0.002
H 7.259777 -1.104961 -2.505359 -0.010 -0.012 0.039
H 4.881667 -0.447148 -2.466232 0.005 -0.002 0.020
C -6.817491 -0.591252 0.816733 0.084 0.019 0.043
C -5.894063 -1.698893 0.319726 0.035 0.103 0.041
C -4.660719 -1.120192 -0.398088 -0.100 0.006 0.104
C -4.208368 0.218615 0.234672 0.157 -0.317 0.196
C -4.578874 0.244826 1.723960 -0.044 0.013 -0.068
C -6.109368 0.290587 1.867599 -0.006 -0.072 -0.063
P -2.450549 0.682101 -0.137179 0.371 0.435 -0.050
C -2.428749 2.548767 -0.134620 -0.079 -0.004 0.136
C -3.728534 3.287109 -0.554919 0.047 0.065 0.021
C -4.445723 3.905756 0.643031 0.074 0.004 -0.014
C -3.572967 4.993220 1.287610 0.036 -0.055 -0.022
C -2.075594 4.617130 1.258207 -0.056 0.001 -0.043
C -1.903168 3.101198 1.206644 -0.159 0.068 -0.121
C -2.118573 0.285113 -1.903952 -0.136 -0.074 -0.015
C -1.826394 -1.192821 -2.198738 0.032 0.074 -0.129
C -1.173054 -1.322115 -3.585453 -0.039 0.092 -0.002
C -1.775729 -0.334838 -4.608799 -0.029 -0.027 0.101
C -3.191030 0.076333 -4.210639 0.103 0.021 0.062
C -3.180712 0.848801 -2.880190 0.041 -0.058 -0.087
H -7.719782 -1.023928 1.241945 -0.057 0.005 0.025
H -7.148326 0.013251 -0.031333 0.044 0.023 -0.027
H -6.421858 -2.362045 -0.363790 -0.008 -0.036 0.004
H -5.582326 -2.316640 1.168236 0.002 0.018 -0.018
H -4.899462 -0.958991 -1.450640 0.021 0.000 -0.001
H -3.862828 -1.862597 -0.377474 0.064 -0.012 0.012
H -4.768339 1.028928 -0.232788 -0.061 -0.004 -0.071
H -4.145207 1.109236 2.231764 0.049 -0.009 0.032
H -4.186865 -0.656731 2.207717 0.026 0.027 0.027
H -6.444455 1.325457 1.771526 -0.008 -0.001 -0.006
H -6.380915 -0.026745 2.875256 0.017 -0.015 -0.003
H -1.671380 2.758864 -0.893177 0.003 -0.002 0.008
H -4.398535 2.648258 -1.125821 0.004 0.027 -0.034
H -3.451789 4.095964 -1.239489 -0.001 -0.025 0.008
H -4.689994 3.127591 1.372587 0.002 0.012 -0.013
H -5.396016 4.333213 0.326098 -0.022 -0.006 0.001
H -3.892498 5.160591 2.316670 0.000 -0.010 -0.003
H -3.723072 5.937551 0.762568 0.008 0.001 0.015
H -1.567758 5.030742 2.131225 0.012 0.013 -0.022
H -1.593472 5.058523 0.373528 -0.024 -0.029 0.049
H -2.451340 2.662515 2.044224 -0.004 -0.059 0.036
H -0.859283 2.812983 1.340937 0.127 -0.057 0.017
H -1.172488 0.815406 -2.055926 -0.028 -0.001 -0.051
H -2.749832 -1.769476 -2.170917 0.021 0.000 -0.008
H -1.158853 -1.614099 -1.442669 -0.008 -0.048 0.051
H -1.297027 -2.345899 -3.938012 -0.001 -0.010 -0.015
H -0.094176 -1.159198 -3.498292 -0.012 -0.004 0.007
H -1.772712 -0.777148 -5.603034 0.014 -0.007 -0.027
H -1.154209 0.567309 -4.682596 -0.053 -0.081 -0.013
H -3.817322 -0.814764 -4.121785 0.016 -0.002 0.003
H -3.646336 0.694416 -4.983637 -0.029 -0.009 -0.010
H -4.178054 0.811788 -2.438270 0.031 0.029 -0.030
H -2.971400 1.906850 -3.071994 -0.013 -0.012 0.027
C 1.945124 3.563368 0.903060 0.011 0.191 -0.007
N 1.548341 3.963648 -0.436547 -0.116 -0.212 -0.424
C 1.910801 5.326085 -0.855189 0.097 -0.067 0.017
C 1.022013 5.785788 -1.983426 -0.047 -0.102 0.060
C 1.121081 4.772906 -3.098449 -0.080 0.004 0.031
N 0.878578 3.421428 -2.596478 0.060 0.032 -0.269
C 0.554030 2.392754 -3.565333 0.134 0.127 0.017
C 0.945037 3.040336 -1.247795 0.231 0.644 0.389
O 0.529329 1.954337 -0.893777 0.074 -0.073 0.090
H 1.327866 4.095997 1.631537 -0.007 -0.034 0.014
H 2.986128 3.854975 1.054335 -0.018 0.006 0.014
H 1.837102 2.494286 1.025556 -0.019 -0.067 -0.035
H 2.966077 5.315987 -1.156943 -0.017 0.008 0.034
H 1.829547 5.967808 0.020126 -0.035 -0.011 0.044
H 1.337312 6.765503 -2.337171 0.013 -0.008 -0.024
H -0.012114 5.869961 -1.640106 0.008 0.025 -0.012
H 2.119656 4.771520 -3.560921 -0.021 -0.043 0.017
H 0.401155 4.953351 -3.899152 0.014 -0.039 -0.031
H -0.526026 2.417935 -3.757299 0.006 0.019 0.030
H 0.819836 1.414502 -3.175594 -0.012 -0.007 0.030
H 1.077587 2.614839 -4.495040 -0.054 0.013 -0.005
```
Positions in Å, forces in eV/Å.



Number 1: molecular weight 799.1 g mol⁻¹. Number 2: molecular weight 853.3 g mol⁻¹.